21
Properties=species:S:1:pos:R:3 method="wB97M-V/def2-TZVPD" relative_energy_kj_mol=231.0 e_lumo_ev=-3.295 fmax_ev_per_a=2.5 total_charge=+1 homo_ev=-11.088 smiles="N/C=C/C[C@@H]([NH3+])CO" gap_ha=0.286 spin_multiplicity=1
N 2.43 3.02 -0.46
C 1.61 2.20 0.21
C 1.02 1.07 -0.27
C -0.11 0.48 0.53
C -0.48 -0.95 0.05
N -0.46 -1.95 1.16
C -1.80 -1.08 -0.66
O -1.92 -2.38 -1.25
H 2.70 2.96 -1.43
H 2.70 3.87 0.00
H 1.38 2.40 1.27
H 1.12 0.74 -1.28
H 0.14 0.47 1.60
H -1.00 1.12 0.39
H 0.35 -1.19 -0.66
H -0.43 -1.58 2.12
H 0.36 -2.58 1.09
H -1.14 -2.71 1.11
H -2.03 -0.26 -1.33
H -2.71 -1.24 0.00
H -1.72 -2.40 -2.19